ORCA calculation (ωB97M-V/def2-TZVPD) on one molecule with the formula C4H10O2.

Each atom is followed by the atoms it is bonded to, with distances in Å.
Geometry (Å):
1 H -0.17 -1.09 -2.35  C16 1.094
2 C -0.75 -0.80 1.12  H4 1.118, H8 1.066, H10 1.127, C13 1.514
3 O -0.01 0.83 -0.40  C11 1.432, C13 1.366
4 H -0.53 -0.25 2.07  C2 1.118
5 H -1.64 -0.90 -1.43  C16 1.080
6 H -0.67 -2.39 -1.16  C16 1.113
7 H 1.02 -0.82 -0.04  C13 1.057
8 H -0.65 -1.82 1.41  C2 1.066
9 O 1.99 2.21 -0.23  C11 1.450, H15 0.936
10 H -1.86 -0.62 1.04  C2 1.127
11 C 0.85 1.61 0.44  O3 1.432, O9 1.450, H12 1.171, H14 1.107
12 H 0.18 2.49 0.84  C11 1.171
13 C 0.02 -0.51 -0.15  C2 1.514, O3 1.366, H7 1.057, C16 1.607
14 H 1.21 1.06 1.33  C11 1.107
15 H 1.65 2.33 -1.10  O9 0.936
16 C -0.63 -1.31 -1.39  H1 1.094, H5 1.080, H6 1.113, C13 1.607

As for the spin multiplicity: 1. The SMILES is CC(C)OCO. Its orbital gap is 0.41205 hartree. The LUMO energy is 1.02 eV. The net charge is 0. For the HOMO energy, the calculation gives -10.20 eV. The value obtained for the relative energy (zero: lowest compared OMol25 entry of this formula, charge and spin) is 33.55 kcal/mol. The total energy comes out at -308.84469 Eh.

Here are the natural (NBO) charges for atoms 1 to 8, given in e: H 0.218; C -0.650; O -0.547; H 0.215; H 0.209; H 0.212; H 0.162; H 0.211